Computed, not measured: 6 unconnected molecules or ions with the total composition C56H98Br2O5 in a non-equilibrium geometry, with the ωB97M-V functional and the def2-TZVPD basis.

XYZ file:
```
161
Properties=species:S:1:pos:R:3
C 4.808 -2.513 2.504
O 5.124 -3.477 1.435
C 3.802 -3.933 0.900
C 3.981 -4.754 -0.513
C 2.831 -5.886 -0.804
C 1.290 -5.397 -0.528
C 0.308 -5.509 -1.877
C -0.336 -3.974 -2.046
C 0.524 -2.953 -3.010
C 0.004 -1.392 -3.206
C -1.371 -0.971 -2.416
C -2.268 -2.009 -1.460
C -1.747 -3.574 -1.263
C -2.572 -4.665 -0.300
Br -4.274 -5.331 -1.186
C -2.823 -4.098 1.232
C -1.882 -4.894 2.362
Br -4.711 -4.266 1.878
C -3.638 -1.402 -0.717
O -4.806 -2.046 -0.654
C -3.442 0.135 -0.087
C -4.049 0.564 1.376
C -3.772 2.078 1.947
C -2.883 3.107 1.007
C -2.278 2.682 -0.469
C -1.353 3.685 -1.425
C 0.216 3.145 -1.569
O 0.769 2.659 -0.274
C 0.895 1.185 -0.437
O 0.226 0.283 0.325
C -2.549 1.173 -1.046
C -1.961 0.592 -2.500
O -1.964 1.299 -3.642
H 5.489 -2.650 3.474
H 4.880 -1.390 2.170
H 3.704 -2.737 2.876
H 3.173 -2.933 0.761
H 3.309 -4.572 1.747
H 5.012 -5.349 -0.416
H 4.157 -4.002 -1.423
H 2.941 -6.189 -1.952
H 3.014 -6.848 -0.122
H 1.216 -4.289 -0.091
H 0.751 -6.075 0.292
H 0.916 -5.723 -2.862
H -0.510 -6.334 -1.730
H 1.517 -3.309 -3.535
H 0.554 -0.583 -3.868
H -1.903 -5.644 -0.167
H -2.404 -2.983 1.233
H -2.102 -6.044 2.411
H -2.163 -4.378 3.399
H -0.771 -4.634 2.071
H -4.656 -0.221 2.009
H -4.199 2.343 3.007
H -2.678 4.184 1.477
H -1.304 4.707 -0.853
H -1.876 3.832 -2.484
H 0.887 3.998 -2.059
H 0.296 2.225 -2.312
H 1.597 0.703 -1.270
C 8.852 -6.847 4.842
C 8.066 -8.022 4.283
C 7.835 -7.919 2.773
C 7.006 -6.708 2.325
C 5.614 -6.611 2.956
C 4.718 -7.787 2.595
H 8.325 -5.900 4.697
H 9.010 -6.977 5.919
H 9.833 -6.774 4.363
H 7.111 -8.114 4.814
H 8.619 -8.945 4.489
H 7.353 -8.840 2.426
H 8.807 -7.880 2.265
H 6.902 -6.743 1.235
H 7.556 -5.786 2.544
H 5.137 -5.687 2.608
H 5.689 -6.526 4.043
H 4.586 -7.855 1.511
H 3.732 -7.661 3.050
H 5.130 -8.734 2.954
C -4.587 -9.419 0.502
C -3.828 -10.198 -0.560
C -2.609 -10.935 0.001
C -1.525 -10.032 0.604
C -0.957 -8.980 -0.352
C -0.257 -9.592 -1.556
H -3.967 -8.642 0.958
H -5.460 -8.927 0.058
H -4.942 -10.087 1.294
H -3.531 -9.523 -1.371
H -4.505 -10.934 -1.008
H -2.172 -11.550 -0.793
H -2.943 -11.639 0.775
H -0.707 -10.666 0.965
H -1.923 -9.524 1.490
H -0.237 -8.362 0.196
H -1.746 -8.302 -0.690
H 0.572 -10.232 -1.238
H 0.148 -8.803 -2.197
H -0.943 -10.191 -2.162
C -3.422 5.955 -4.961
C -2.324 6.972 -5.224
C -1.414 7.192 -4.012
C -2.113 7.757 -2.769
C -2.830 9.093 -2.985
C -1.883 10.215 -3.381
H -4.089 6.276 -4.156
H -4.032 5.816 -5.861
H -2.994 4.984 -4.689
H -2.768 7.920 -5.549
H -1.711 6.619 -6.061
H -0.592 7.856 -4.304
H -0.944 6.237 -3.741
H -1.367 7.876 -1.976
H -2.837 7.026 -2.392
H -3.336 9.372 -2.053
H -3.615 8.990 -3.740
H -1.121 10.369 -2.610
H -2.438 11.150 -3.502
H -1.378 10.004 -4.328
C -7.642 8.171 2.944
C -6.882 7.392 1.882
C -5.663 6.654 2.443
C -4.580 7.558 3.045
C -4.012 8.610 2.089
C -3.312 7.997 0.885
H -7.022 8.947 3.399
H -8.515 8.662 2.499
H -7.996 7.502 3.735
H -6.585 8.066 1.070
H -7.560 6.656 1.433
H -5.226 6.039 1.648
H -5.997 5.950 3.216
H -3.762 6.924 3.406
H -4.977 8.065 3.931
H -3.291 9.228 2.637
H -4.800 9.287 1.751
H -2.483 7.358 1.203
H -2.906 8.786 0.245
H -3.998 7.399 0.279
C 1.197 7.366 -0.137
C 2.299 8.193 -0.781
C 3.187 7.373 -1.720
C 3.963 6.234 -1.049
C 4.879 6.666 0.100
C 5.984 7.611 -0.350
H 1.603 6.562 0.482
H 0.577 7.999 0.508
H 0.550 6.923 -0.900
H 2.902 8.675 -0.003
H 1.838 9.005 -1.356
H 3.890 8.049 -2.221
H 2.564 6.946 -2.517
H 4.563 5.726 -1.812
H 3.259 5.483 -0.673
H 5.338 5.772 0.537
H 4.298 7.134 0.899
H 6.611 7.138 -1.113
H 6.622 7.874 0.499
H 5.580 8.540 -0.761
```

## Properties
structure (SMILES) = COCCCCCc1ccc2c(c1[C@H](Br)[C@H](C)Br)C(=O)c1cccc(CCOC=O)c1C2=O.CCCCCC.CCCCCC.CCCCCC.CCCCCC.CCCCCC
E_tot = -7715.8978 hartree
max |F| = 9.35 eV/A
E_HOMO = -8.73 eV
relative energy (zero: lowest compared OMol25 entry of this formula, charge and spin) = 25.152 eV
multiplicity = 1